No. 1
The following is a quantum chemistry calculation of the molecule CH6BN, from the Open Molecules 2025 dataset.

Last column: Mulliken charge in e.
Positions of all 9 atoms, in Å:
B (-1.695, -0.041, 0.146)  0.17
N (0.010, 0.655, 0.112)  -0.51
C (1.239, -0.133, -0.050)  -0.64
H (-2.440, 0.632, -0.263)  -0.01
H (-1.794, -0.878, 1.067)  -0.02
H (-0.146, 1.093, -0.708)  0.24
H (2.168, 0.370, -0.086)  0.31
H (1.400, -0.961, 0.765)  0.24
H (1.258, -0.736, -0.983)  0.22

As for the total charge: 0. The electronic energy comes out at -121.20311 Eh. The calculation puts the LUMO energy at -0.02 eV. Its spin multiplicity is 1. The structure (SMILES) is BNC. The calculation puts the highest occupied orbital energy at -9.275 eV. Its energy above the lowest of the compared OMol25 structures with the same formula, charge and spin is 88.66 kcal/mol.

***

No. 2
The following is a quantum chemistry calculation of a 2-piece molecular cluster, CH6BN overall, from the Open Molecules 2025 dataset.

Last column: Mulliken charge in e.
Positions of all 9 atoms, in Å:
B (-1.231, 0.153, 0.267)  -0.21
C (1.186, 0.171, 0.085)  -0.67
N (-0.104, -0.262, -0.348)  0.00
H (-2.784, -0.939, -0.569)  -0.12
H (-1.602, 0.820, 1.091)  -0.03
H (1.514, 0.979, -0.467)  0.29
H (0.986, 0.480, 1.140)  0.27
H (2.084, -0.595, 0.024)  0.24
H (-0.049, -0.808, -1.224)  0.24

As for the total charge: 0. The electronic energy comes out at -121.19326 Eh. The calculation puts the LUMO energy at 0.57 eV. Its spin multiplicity is 1. The calculation puts the highest occupied orbital energy at -8.429 eV. Its energy above the lowest of the compared OMol25 structures with the same formula, charge and spin is 94.84 kcal/mol.

***

No. 3
The following is a quantum chemistry calculation of a 2-piece molecular cluster, CH6Cl2Si2 overall, from the Open Molecules 2025 dataset.

Last column: Mulliken charge in e.
Positions of all 11 atoms, in Å:
C (0.337, 1.916, -0.851)  -0.99
Si (-0.471, -1.871, 0.380)  0.28
Si (-1.702, -0.030, -0.121)  0.49
Cl (-3.280, -0.039, -1.478)  -0.24
Cl (-2.285, 0.627, 1.691)  -0.22
H (0.598, 1.566, -1.832)  0.31
H (-0.064, 2.976, -0.795)  0.26
H (1.086, 1.677, -0.165)  0.32
H (-0.153, -2.423, -1.004)  -0.07
H (-1.012, -2.908, 1.324)  -0.08
H (0.635, -1.229, 1.198)  -0.06

As for the total charge: 0. The electronic energy comes out at -1541.03912 Eh. The calculation puts the LUMO energy at -0.54 eV. Its spin multiplicity is 1. The calculation puts the highest occupied orbital energy at -8.338 eV. Its energy above the lowest of the compared OMol25 structures with the same formula, charge and spin is 62.84 kcal/mol.

***

No. 4
The following is a quantum chemistry calculation of a 2-piece molecular cluster, CH6ClNSi overall, from the Open Molecules 2025 dataset.

Last column: Mulliken charge in e.
Positions of all 10 atoms, in Å:
C (2.225, -1.617, -1.703)  -0.81
N (-1.500, 2.073, 1.371)  -0.56
Si (-0.981, 0.607, 0.655)  0.30
Cl (-2.158, -0.896, 1.413)  -0.24
H (1.683, -2.429, -1.321)  0.28
H (2.720, -1.969, -2.604)  0.29
H (1.815, -0.655, -1.899)  0.24
H (-2.203, 2.690, 0.891)  0.29
H (-1.986, 1.907, 2.260)  0.26
H (0.386, 0.289, 0.937)  -0.06

As for the total charge: 0. The electronic energy comes out at -846.05769 Eh. The calculation puts the LUMO energy (alpha / beta) at -0.10 / -0.83 eV. Its spin multiplicity is 1. The calculation puts the highest occupied orbital energy (alpha / beta) at -7.902 / -9.439 eV. Its energy above the lowest of the compared OMol25 structures with the same formula, charge and spin is 102.07 kcal/mol.